Molecular formula: C12H45NO11
Method: DFT, ωB97M-V/def2-TZVPD

XYZ file:
```
69
Properties=species:S:1:pos:R:3:forces:R:3
N -1.580 -1.056 -0.350 0.25 0.13 0.06
C -2.224 0.244 -0.529 -0.09 0.00 0.25
C -3.548 0.242 -1.296 -0.04 0.36 -0.42
O -4.584 0.880 -0.549 0.09 -0.22 0.27
C -5.754 0.116 -0.428 -0.10 -0.05 -0.20
O -5.524 -1.162 0.103 0.00 0.25 0.20
H -1.740 -1.674 -1.135 -0.06 -0.01 0.05
H -1.902 -1.499 0.498 -0.12 -0.14 -0.16
H -2.452 0.642 0.461 0.11 0.02 -0.02
H -1.528 0.944 -0.997 0.05 -0.10 -0.04
H -3.837 -0.772 -1.570 0.08 -0.04 0.09
H -3.428 0.807 -2.227 -0.05 -0.02 -0.03
H -6.401 0.667 0.253 0.08 0.02 0.04
H -6.248 0.023 -1.404 0.01 -0.03 0.00
H -5.556 -1.799 -0.615 -0.13 -0.18 -0.11
C 1.415 -0.693 -2.613 -0.12 -0.03 0.14
O 1.637 -2.051 -2.212 -0.02 0.03 -0.10
H 1.984 -0.518 -3.518 0.02 -0.01 0.01
H 0.354 -0.532 -2.826 0.01 0.09 -0.04
H 1.742 0.012 -1.850 0.01 -0.01 0.04
H 1.129 -2.197 -1.408 0.00 0.00 -0.01
C 4.439 1.740 -1.378 -0.15 -0.03 -0.11
O 3.300 2.012 -2.194 0.04 0.07 0.08
H 4.904 0.844 -1.781 0.01 -0.02 0.00
H 5.159 2.557 -1.395 0.03 0.00 0.02
H 4.148 1.549 -0.341 0.04 -0.01 0.02
H 2.873 2.802 -1.851 0.02 0.00 -0.04
C 7.168 2.633 1.463 -0.09 0.13 -0.09
O 6.513 3.457 0.500 0.06 0.02 0.07
H 7.193 1.626 1.052 0.01 -0.02 -0.01
H 8.194 2.964 1.640 0.01 -0.03 0.01
H 6.620 2.609 2.406 0.04 -0.05 0.05
H 6.482 4.354 0.844 0.01 -0.01 -0.02
C 1.203 -2.905 -6.193 0.04 0.01 0.10
O 1.924 -2.237 -5.175 -0.02 -0.17 -0.11
H 1.366 -2.353 -7.116 -0.01 0.00 -0.02
H 1.552 -3.932 -6.338 0.00 -0.01 -0.01
H 0.128 -2.925 -5.987 -0.01 0.00 -0.01
H 1.788 -2.694 -4.335 0.01 0.10 0.07
C -6.238 -2.346 -3.968 0.06 0.00 -0.01
O -5.126 -1.631 -3.433 -0.13 -0.01 0.03
H -6.232 -3.329 -3.507 -0.03 0.01 0.01
H -7.185 -1.859 -3.728 -0.01 -0.02 0.02
H -6.156 -2.463 -5.051 0.01 0.00 -0.01
H -5.113 -0.755 -3.829 0.05 -0.02 0.01
C 4.524 0.524 3.768 0.06 0.03 0.00
O 5.392 1.525 4.296 -0.07 0.08 0.09
H 5.149 -0.318 3.483 0.00 -0.02 -0.01
H 3.799 0.188 4.512 0.01 -0.02 0.01
H 3.989 0.880 2.885 0.01 -0.01 -0.02
H 4.849 2.277 4.552 0.03 -0.01 0.01
C -8.879 -2.355 -0.489 0.07 0.00 0.03
O -7.775 -3.093 -0.997 0.01 -0.06 -0.06
H -8.871 -1.390 -0.992 -0.01 0.02 0.00
H -9.830 -2.850 -0.701 0.00 0.00 -0.01
H -8.792 -2.186 0.586 0.01 0.02 0.00
H -7.758 -3.950 -0.560 0.02 0.02 0.00
C -2.243 1.819 3.832 0.04 0.03 -0.05
O -1.589 2.545 2.800 -0.10 -0.05 -0.01
H -1.577 1.822 4.691 0.00 -0.01 0.02
H -3.188 2.286 4.122 0.00 0.00 0.01
H -2.435 0.782 3.542 0.00 -0.01 0.01
H -2.167 2.552 2.031 0.05 0.03 -0.01
C 7.801 1.178 7.348 -0.02 0.14 -0.10
O 7.946 2.452 6.735 -0.07 -0.07 -0.07
H 8.329 1.219 8.298 0.01 -0.01 0.02
H 6.750 0.945 7.536 0.01 -0.05 0.03
H 8.239 0.387 6.734 0.00 -0.04 0.04
H 7.479 2.419 5.893 0.01 -0.01 0.01
```
Forces are in eV/Å.

Calculated values
- maximum force (eV/A) = 0.6
- relative energy (zero: lowest compared OMol25 entry of this formula, charge and spin) (kJ/mol) = 0.00
- HOMO (eV) = -9.19
- frontier orbital gap (Eh) = 0.3539
- SMILES = NCCOCO.CO.CO.CO.CO.CO.CO.CO.CO.CO
- 2S+1 = 1
- total energy (eV) = -37181.37007

---

Molecular formula: C12H47N3O10
Method: DFT, ωB97M-V/def2-TZVPD

XYZ file:
```
72
Properties=species:S:1:pos:R:3:forces:R:3
C -0.700 3.683 -0.859 0.58 -0.54 1.09
O -1.872 4.084 -0.170 -0.10 1.36 -0.54
C -1.892 5.506 0.084 1.16 -1.08 0.68
C -2.216 6.341 -1.098 -1.88 0.46 -0.78
C -2.343 7.830 -0.688 1.01 -0.20 0.22
N -3.512 5.865 -1.735 0.60 1.13 0.55
H 0.154 3.990 -0.207 -0.15 -0.19 -0.68
H -0.523 4.008 -1.902 -0.56 0.10 0.49
H -0.769 2.594 -0.819 0.29 0.08 -0.40
H -2.624 5.619 0.891 0.14 0.25 -0.13
H -0.869 5.827 0.411 -0.64 -0.29 0.29
H -1.392 6.315 -1.832 -0.41 -0.32 0.08
H -1.318 8.168 -0.511 -0.05 0.26 0.11
H -2.910 8.063 0.221 -0.09 -0.51 -0.11
H -2.732 8.467 -1.478 -0.09 -0.18 -0.30
H -4.032 5.211 -1.143 0.61 0.06 -0.10
H -4.049 6.728 -1.692 -0.47 -0.42 -0.49
C 3.373 -5.903 3.395 -0.30 -0.01 0.46
O 3.228 -4.571 2.987 0.52 0.95 -0.98
C 3.555 -4.329 1.611 -0.78 0.97 0.13
C 3.498 -2.783 1.205 -1.18 -0.54 -0.84
C 2.066 -2.131 1.159 -0.16 -1.82 1.69
N 3.949 -2.759 -0.209 0.45 -0.44 0.84
H 2.715 -6.571 2.831 -0.09 -0.04 -0.01
H 3.061 -5.867 4.446 0.14 -0.45 -0.21
H 4.395 -6.306 3.325 -0.02 0.33 -0.06
H 4.552 -4.726 1.373 0.06 0.21 0.12
H 2.845 -4.868 0.968 0.02 0.12 -0.01
H 4.118 -2.186 1.880 0.13 -0.14 0.00
H 2.011 -1.108 0.812 0.58 0.18 -0.31
H 1.646 -2.163 2.189 0.20 0.12 -0.43
H 1.377 -2.746 0.561 0.32 0.15 -0.13
H 3.727 -1.863 -0.613 0.16 0.34 -0.04
H 4.960 -2.871 -0.211 -0.13 0.05 -0.35
C -3.734 -3.672 -1.269 0.86 -0.52 0.99
O -2.684 -3.028 -0.447 -1.26 -0.53 -0.43
C -3.002 -1.726 -0.004 0.85 1.04 -0.43
C -1.935 -1.121 0.970 -0.93 0.54 0.00
C -1.774 -1.900 2.256 -0.16 -0.26 -0.24
N -2.254 0.339 1.193 0.80 -0.64 -0.48
H -4.734 -3.704 -0.804 0.50 0.38 0.26
H -3.379 -4.713 -1.322 -0.20 0.44 -0.26
H -3.852 -3.257 -2.272 0.40 0.27 0.10
H -3.031 -1.060 -0.890 -0.10 -0.06 0.22
H -3.981 -1.665 0.469 -0.19 -0.22 0.21
H -0.923 -1.193 0.591 0.08 0.27 -1.09
H -2.729 -2.046 2.755 0.00 0.17 0.43
H -1.005 -1.426 2.881 -0.42 -0.16 0.11
H -1.415 -2.895 1.967 -0.01 0.15 0.19
H -2.800 0.581 2.006 -0.25 -0.39 -0.02
H -2.601 0.832 0.366 0.07 -0.38 0.40
O 2.845 2.487 0.342 -0.13 0.36 0.33
H 2.042 2.215 0.825 0.15 -0.04 -0.08
H 3.116 3.330 0.739 -0.08 -0.43 -0.20
O 3.547 0.248 -1.192 0.08 0.14 -0.48
H 3.951 0.415 -2.057 -0.11 -0.10 0.26
H 3.586 1.101 -0.727 -0.07 0.06 0.18
O 0.511 1.097 1.492 0.81 -0.23 -0.09
H 0.683 0.147 1.550 0.30 0.15 0.13
H -0.450 1.113 1.520 -1.07 0.16 -0.02
O -0.520 -2.635 -2.282 0.04 -0.19 -0.35
H -0.370 -1.693 -2.209 0.19 0.44 0.17
H -1.197 -2.834 -1.622 -0.12 -0.12 0.21
O -0.671 1.224 -3.613 -0.11 -0.60 -0.31
H -0.792 0.451 -4.186 -0.07 0.42 -0.01
H -0.250 0.829 -2.835 0.18 0.25 0.30
O 1.894 -4.296 -2.155 -0.09 -0.08 -0.20
H 1.175 -3.688 -2.396 0.16 -0.09 0.32
H 2.538 -3.797 -1.636 0.00 0.11 0.08
O 0.644 0.281 -1.291 -0.30 -0.10 -0.12
H 1.605 0.314 -1.408 0.24 -0.10 0.05
H 0.469 0.795 -0.488 0.10 -0.05 0.02
```
Forces are in eV/Å.

Calculated values
- maximum force (eV/A) = 2.5
- relative energy (zero: lowest compared OMol25 entry of this formula, charge and spin) (kJ/mol) = 51.23
- HOMO (eV) = -9.37
- frontier orbital gap (Eh) = 0.3567
- SMILES = COC[C@H](C)N.COC[C@H](C)N.COC[C@H](C)N.O.O.O.O.O.O.O
- 2S+1 = 1
- total energy (eV) = -38150.89648

---

Molecular formula: C12H48N24O12
Method: DFT, ωB97M-V/def2-TZVPD

XYZ file:
```
96
Properties=species:S:1:pos:R:3:forces:R:3
N 10.837 -17.701 9.634 0.20 -2.36 -0.59
C 10.023 -16.934 10.432 1.24 0.10 -0.86
N 8.746 -16.873 10.073 -2.19 -0.50 -1.15
O 10.514 -16.287 11.332 0.38 0.80 1.55
H 11.799 -17.805 9.973 -0.79 0.31 -0.06
H 10.467 -18.629 9.310 0.34 1.65 0.30
H 8.446 -16.865 9.111 0.81 -0.46 -0.43
H 8.029 -16.427 10.593 0.23 0.55 1.13
N 11.513 -11.253 13.959 0.45 1.32 1.91
C 11.979 -10.699 15.173 -1.10 -0.95 -0.29
N 12.156 -11.578 16.242 1.79 -0.37 -0.20
O 12.068 -9.501 15.405 0.12 0.10 -0.57
H 11.631 -10.601 13.197 -0.06 0.30 -0.31
H 11.793 -12.183 13.743 0.38 -0.64 0.17
H 12.782 -11.108 16.925 -0.91 -0.42 -0.53
H 12.623 -12.447 15.941 -0.55 0.29 0.11
N 15.085 -12.463 7.590 -0.32 -1.17 -0.65
C 14.242 -13.576 7.444 -0.84 0.41 -1.05
N 13.814 -14.179 8.642 0.72 1.48 -2.00
O 13.792 -13.866 6.317 0.61 0.01 1.70
H 15.546 -12.216 6.688 -0.40 -0.29 1.28
H 15.703 -12.569 8.386 0.28 0.45 -0.26
H 13.369 -15.060 8.517 -0.21 -0.56 0.01
H 14.454 -14.043 9.395 0.22 -0.18 0.80
N 18.201 -13.497 12.821 -1.75 1.25 1.20
C 17.295 -12.450 13.093 0.35 -0.38 -0.62
N 16.327 -12.776 13.989 -1.19 2.00 -0.13
O 17.362 -11.306 12.589 0.68 -1.47 0.75
H 18.931 -13.289 12.196 0.68 0.12 -0.88
H 17.760 -14.397 12.744 0.33 -0.17 -0.03
H 15.575 -12.060 14.008 0.74 -0.93 0.02
H 15.961 -13.683 14.215 0.40 -0.36 -0.21
N 12.500 -14.247 12.029 0.12 0.69 0.09
C 12.688 -14.476 13.338 2.83 -0.63 0.38
N 12.337 -15.676 13.829 -1.54 -0.98 2.38
O 13.403 -13.767 14.089 -1.39 0.93 -0.77
H 13.033 -13.474 11.667 -0.05 -0.04 -0.29
H 11.958 -14.850 11.429 -0.22 -0.11 0.19
H 12.086 -15.611 14.846 0.74 -0.68 -1.68
H 12.258 -16.551 13.328 -0.58 0.63 -0.10
N 14.583 -9.009 8.364 2.16 -1.96 -1.07
C 13.262 -8.908 8.198 -2.06 1.58 1.58
N 12.588 -10.051 7.883 -0.23 -0.28 -0.69
O 12.679 -7.848 8.517 0.06 -1.11 -0.71
H 15.214 -8.240 8.415 -0.53 1.10 0.24
H 15.024 -9.679 7.746 0.12 -0.49 0.31
H 11.601 -10.021 7.708 -0.17 0.48 0.24
H 12.962 -10.983 7.740 0.66 0.67 0.11
N 19.465 -10.588 8.301 -0.26 -0.80 -1.52
C 18.089 -10.357 8.470 3.98 -0.31 1.68
N 17.755 -10.185 9.763 -0.57 0.19 1.40
O 17.368 -10.310 7.538 -2.52 0.24 -2.49
H 20.192 -10.327 8.939 -0.22 0.13 0.25
H 19.761 -10.849 7.342 -0.44 0.44 1.26
H 18.217 -10.667 10.535 -0.20 0.44 -0.38
H 16.829 -9.837 9.959 -0.04 -0.27 -0.04
N 9.123 -13.402 10.273 -0.06 -1.52 -1.02
C 9.628 -12.150 10.005 -2.15 -1.08 3.06
N 9.577 -11.312 11.094 0.52 -0.51 -0.60
O 9.863 -11.803 8.898 1.14 1.45 -3.03
H 9.463 -13.856 11.093 0.05 -0.31 0.63
H 9.070 -14.061 9.468 0.41 0.93 0.78
H 9.792 -10.373 10.874 0.40 0.88 0.28
H 9.428 -11.592 12.051 -0.02 -0.02 -0.26
N 11.525 -7.636 13.464 0.09 -1.05 -0.82
C 11.897 -8.076 12.219 0.46 -0.64 1.85
N 12.254 -7.164 11.323 -0.05 1.72 2.27
O 11.991 -9.313 12.008 -0.38 0.89 -0.59
H 11.768 -8.324 14.172 -0.33 -0.25 0.48
H 11.752 -6.716 13.737 0.11 1.04 -0.01
H 12.196 -7.447 10.412 0.30 -0.47 -3.27
H 12.254 -6.174 11.581 -0.19 -0.85 -0.47
N 17.568 -13.350 9.595 -0.73 0.82 0.83
C 17.658 -14.673 9.948 1.30 -0.91 -0.40
N 16.585 -15.271 10.562 -0.20 0.16 0.06
O 18.676 -15.322 9.677 -1.00 0.51 0.45
H 16.838 -12.780 10.069 0.58 -0.67 -0.10
H 18.485 -12.936 9.690 -0.04 0.10 -0.57
H 16.803 -16.218 10.835 -0.27 0.11 0.05
H 15.905 -14.727 11.091 0.28 -0.10 -0.26
N 11.019 -13.973 6.853 -0.84 -0.69 0.13
C 10.568 -15.263 6.775 -0.22 -0.33 -0.41
N 11.165 -16.116 5.855 -0.98 -0.03 0.77
O 9.627 -15.670 7.460 -0.06 0.30 -0.21
H 11.837 -13.698 6.322 -0.28 0.18 0.10
H 10.310 -13.328 7.229 1.03 -0.21 -0.08
H 12.018 -16.011 5.408 1.73 1.17 -0.60
H 10.729 -16.957 5.548 -0.70 -0.27 0.65
N 14.696 -10.691 11.979 -0.85 2.74 0.32
C 14.399 -11.608 11.080 0.31 -1.74 0.38
N 13.240 -11.460 10.413 0.24 0.69 0.94
O 15.142 -12.617 11.016 -0.26 -0.50 -1.31
H 15.662 -10.607 12.271 0.19 -0.24 0.10
H 14.128 -9.840 11.879 0.47 -0.35 0.49
H 12.550 -10.828 10.782 -0.06 0.57 -0.06
H 12.915 -12.134 9.788 -0.23 -1.31 -1.01
```
Forces are in eV/Å.

Calculated values
- maximum force (eV/A) = 4.3
- relative energy (zero: lowest compared OMol25 entry of this formula, charge and spin) (kJ/mol) = 89.54
- HOMO (eV) = -9.68
- frontier orbital gap (Eh) = 0.3613
- SMILES = NC(N)=O.NC(N)=O.NC(N)=O.NC(N)=O.NC(N)=O.NC(N)=O.NC(N)=O.NC(N)=O.NC(N)=O.NC(N)=O.NC(N)=O.NC(N)=O
- 2S+1 = 1
- total energy (eV) = -73569.43487

---

Molecular formula: C12H4Br4O2PtS2
Method: DFT, ωB97M-V/def2-TZVPD

XYZ file:
```
25
Properties=species:S:1:pos:R:3:forces:R:3
Pt -0.133 0.050 0.149 0.19 0.06 0.11
Br 6.760 -1.520 -0.785 0.06 -0.06 0.01
C 5.061 -0.677 -0.892 0.45 0.24 -0.15
C 4.951 0.593 -1.415 0.49 -0.21 0.03
Br 6.499 1.506 -2.032 0.05 0.06 -0.03
C 3.696 1.196 -1.492 -0.04 0.33 -0.19
Br 3.548 2.976 -2.156 -0.25 -0.09 0.03
C 2.523 0.558 -1.095 0.40 -0.13 0.03
O 1.372 1.110 -1.180 -0.96 -0.29 0.49
C 2.640 -0.785 -0.541 0.37 0.17 -0.09
O 1.589 -1.400 -0.146 -1.01 0.41 0.20
C 3.915 -1.337 -0.448 0.02 -0.37 0.10
Br 4.070 -3.068 0.334 -0.26 0.04 -0.03
S 0.362 1.001 2.354 0.00 -0.33 -0.81
C -1.242 1.128 2.999 -0.02 -0.04 -0.10
C -1.363 1.649 4.289 -0.18 0.03 0.12
C -2.592 1.793 4.896 -0.03 0.08 0.20
C -3.744 1.414 4.218 -0.27 0.04 0.16
C -3.645 0.897 2.942 0.03 0.02 0.03
C -2.411 0.743 2.310 0.04 0.09 0.21
S -2.412 0.078 0.696 0.97 -0.10 -0.44
H -0.455 1.938 4.800 0.05 0.04 0.09
H -2.658 2.200 5.898 0.00 0.02 0.05
H -4.716 1.522 4.685 -0.02 0.00 0.01
H -4.535 0.598 2.403 -0.07 -0.02 -0.03
```
Forces are in eV/Å.

Calculated values
- total charge = -2
- maximum force (eV/A) = 1.1
- HOMO (spin up / spin down) (eV) = -0.91 / -1.18
- frontier orbital gap (spin up / spin down) (Eh) = 0.1929 / 0.2028
- 2S+1 = 3
- total energy (eV) = -321692.67880